{"formula": "C6H7Cl", "method": "wB97M-V/def2-TZVPD", "species": ["C", "C", "C", "C", "C", "C", "Cl", "H", "H", "H", "H", "H", "H", "H"], "positions_angstrom": [[0.3100, 0.6835, -0.6002], [-0.8235, 1.2604, -1.0658], [-0.6943, -1.1899, 0.6026], [0.3694, -0.3955, 0.3298], [-2.0311, 0.7931, -1.6119], [1.7683, -0.7648, 0.8432], [-3.5301, 1.5449, -1.3717], [1.2870, 1.0877, -0.5077], [-0.7443, 2.3641, -1.1686], [-0.6274, -1.9582, 1.4622], [-1.6143, -0.9947, 0.1060], [1.9489, -0.3576, 1.8997], [2.4764, -0.2166, 0.2220], [1.9050, -1.8565, 0.8603]], "mulliken_charge": [-0.331, -0.165, -0.877, 0.956, -0.314, -1.262, -0.091, 0.316, 0.274, 0.239, 0.296, 0.264, 0.351, 0.345], "de_lowest_ev": 4.325, "homo_lumo_gap_ev": [7.355, 6.983], "e_homo_ev": [-8.4962, -7.8852], "total_charge": 0, "lumo_energy_ha": [-0.042, -0.033]}

=====

{"formula": "C19H30O7", "method": "wB97M-V/def2-TZVPD", "species": ["C", "C", "C", "C", "C", "O", "O", "C", "C", "C", "C", "C", "C", "C", "C", "C", "C", "C", "O", "C", "C", "O", "H", "H", "H", "H", "H", "H", "H", "H", "H", "H", "H", "H", "H", "H", "H", "H", "H", "H", "H", "H", "H", "H", "H", "H", "H", "H", "H", "H", "H", "H", "C", "O", "O", "O"], "positions_angstrom": [[-3.8200, -4.9298, -3.0800], [-4.0903, -3.8654, -2.5625], [-4.4219, -2.5701, -2.0040], [-3.1455, -1.8560, -1.5241], [-3.0831, -1.2860, -0.1203], [-3.5631, -1.6743, 0.8919], [-2.2525, -0.1577, -0.2000], [-2.3996, 0.3451, -1.5118], [-1.4893, 1.5118, -1.9409], [-0.2836, 1.7589, -1.0186], [1.0798, 1.4117, -1.6556], [1.7270, 0.1242, -1.0988], [3.0338, 0.4989, -0.3615], [3.6861, -0.7529, 0.2497], [4.6240, -0.5051, 1.4282], [3.9345, -0.0833, 2.7295], [3.7849, 1.4419, 2.9118], [2.5113, 1.7223, 3.7044], [2.1525, 3.0890, 3.7760], [2.8840, 3.7638, 4.7759], [-2.4697, -0.8153, -2.4936], [-1.2472, -1.4226, -2.9083], [-3.3699, -5.8321, -3.3789], [-5.1560, -2.6592, -1.1963], [-4.8996, -1.9514, -2.7621], [-2.3952, -2.6498, -1.4697], [-3.4225, 0.7373, -1.5405], [-1.1375, 1.2752, -2.9435], [-2.1024, 2.3980, -2.0504], [-0.3827, 1.2691, -0.0538], [-0.2744, 2.8274, -0.8028], [1.7782, 2.2364, -1.5231], [0.9397, 1.3364, -2.7327], [1.0616, -0.4405, -0.4486], [2.0313, -0.5057, -1.9363], [2.7571, 1.2523, 0.3696], [3.6937, 0.8871, -1.1342], [2.8975, -1.4638, 0.4955], [4.2840, -1.2139, -0.5383], [5.4421, 0.1694, 1.1807], [5.1084, -1.4627, 1.6365], [2.9820, -0.5899, 2.8719], [4.5664, -0.4313, 3.5481], [4.6330, 1.8097, 3.4897], [3.8054, 1.9765, 1.9684], [2.6594, 1.3479, 4.7267], [1.6710, 1.1669, 3.2959], [2.7806, 4.8300, 4.6012], [3.9386, 3.4911, 4.7280], [2.4747, 3.5361, 5.7646], [-3.1854, -0.7227, -3.2991], [-0.5266, -1.1275, -2.3462], [-7.4767, -1.8308, -1.5964], [-7.5849, -2.6253, -0.6012], [-7.0575, -0.5902, -1.4778], [-7.6855, -2.1993, -2.8324]], "mulliken_charge": [-0.134, -0.716, -0.466, 0.403, 0.140, -0.554, -0.401, -0.063, -1.175, -0.564, -1.075, -0.924, -0.476, -0.789, -0.886, -0.861, -0.443, -0.671, -0.380, -0.700, -0.324, -0.639, 0.478, 0.018, 0.550, 0.138, 0.528, 0.363, 0.550, 0.467, 0.392, 0.503, 0.528, 0.639, 0.294, 0.249, 0.253, 0.409, 0.388, 0.325, 0.389, 0.383, 0.463, 0.333, 0.388, 0.346, 0.430, 0.249, 0.314, 0.264, 0.575, 0.327, 0.680, -0.819, -0.841, -0.857], "homo_lumo_gap_ev": 1.087, "e_homo_ev": 2.2039, "total_charge": -2, "lumo_energy_ha": 0.121}

=====

{"formula": "C5H7NO", "method": "wB97M-V/def2-TZVPD", "species": ["O", "C", "C", "C", "C", "C", "N", "H", "H", "H", "H", "H", "H", "H"], "positions_angstrom": [[-2.1413, -0.6933, 0.5117], [-1.4787, -1.2149, -0.3559], [-0.4008, -0.4481, -1.0396], [-0.0309, 0.8918, -0.5977], [0.5268, 1.1335, 0.7825], [1.0955, -0.2781, 0.7990], [1.0070, -0.3522, -0.7010], [-1.7002, -2.2394, -0.7184], [-0.4366, -0.5038, -2.1314], [-0.3181, 1.7413, -1.2270], [-0.0741, 1.5330, 1.5993], [1.3685, 1.8070, 0.5878], [0.4581, -0.9912, 1.3424], [2.1248, -0.3855, 1.1483]], "mulliken_charge": [-0.441, -0.178, 0.141, -0.272, -0.435, -0.399, -0.588, 0.369, 0.345, 0.357, 0.318, 0.267, 0.199, 0.316], "de_lowest_ev": 3.476, "smiles": "O=C[C@H]1[C@H]2CCN21", "homo_lumo_gap_ev": 10.058, "e_homo_ev": -9.2973, "total_charge": 0, "lumo_energy_ha": 0.028}

=====

{"formula": "C27H50Cl32IN4O3", "method": "wB97M-V/def2-TZVPD", "species": ["C", "C", "N", "C", "C", "C", "I", "C", "N", "C", "C", "O", "O", "C", "C", "O", "N", "C", "N", "H", "H", "H", "H", "H", "H", "H", "H", "H", "H", "H", "H", "H", "H", "H", "H", "H", "H", "C", "Cl", "Cl", "H", "H", "C", "Cl", "Cl", "H", "H", "C", "Cl", "Cl", "H", "H", "C", "Cl", "Cl", "H", "H", "C", "Cl", "Cl", "H", "H", "C", "Cl", "Cl", "H", "H", "C", "Cl", "Cl", "H", "H", "C", "Cl", "Cl", "H", "H", "C", "Cl", "Cl", "H", "H", "C", "Cl", "Cl", "H", "H", "C", "Cl", "Cl", "H", "H", "C", "Cl", "Cl", "H", "H", "C", "Cl", "Cl", "H", "H", "C", "Cl", "Cl", "H", "H", "C", "Cl", "Cl", "H", "H", "C", "Cl", "Cl", "H", "H"], "positions_angstrom": [[1.1934, -0.4254, -2.0857], [-0.0540, 0.1244, -1.7135], [-1.3166, 0.8498, -1.3484], [-1.6468, 0.8669, 0.1045], [-2.4244, -0.4246, 0.7201], [-1.7432, -1.8837, 0.4273], [-2.3437, -0.1743, 2.9373], [-2.4687, 0.6131, -2.2773], [-3.3584, -0.6045, -2.3710], [-4.8320, -0.2702, -2.3697], [-5.2904, 0.8790, -1.2954], [-5.1854, 2.2218, -1.5024], [-5.9299, 0.5161, 0.0131], [-6.2986, 1.7804, 0.6730], [-5.1521, 2.4173, 1.7105], [-7.4440, 2.4515, 0.5250], [-2.7153, 1.6198, -3.2206], [-1.8468, 2.8951, -3.2427], [-2.4585, 3.8550, -4.2817], [2.3324, -0.7219, -2.2671], [-0.6224, 0.9821, 0.7045], [-2.2874, 1.8247, 0.3702], [-3.5680, -0.5004, 0.4603], [-0.6970, -2.0397, 0.9797], [-2.4815, -2.7506, 0.7803], [-1.6333, -2.0089, -0.7506], [-3.0871, -1.2519, -3.1456], [-5.1091, 0.1337, -3.4552], [-5.5164, -1.2371, -2.2264], [-5.5672, 3.3343, 2.3294], [-4.2621, 2.7965, 1.0424], [-4.8507, 1.5167, 2.4122], [-3.4618, 1.5736, -3.9471], [-1.8480, 3.4588, -2.2170], [-0.7667, 2.6473, -3.6564], [-2.7485, 3.3123, -5.1422], [-3.3681, 4.2393, -3.9104], [-7.1158, 5.3652, 4.1503], [-5.4684, 5.4717, 3.5182], [-7.3373, 3.8934, 5.1040], [-7.3100, 6.2331, 4.7852], [-7.8181, 5.3559, 3.3133], [-1.4900, 3.4483, 3.9145], [-2.3060, 4.2505, 2.5670], [0.2068, 3.1316, 3.5330], [-1.5425, 4.0918, 4.7961], [-1.9916, 2.4995, 4.1200], [3.4580, 2.0290, 5.6108], [3.5869, 0.2902, 5.9026], [3.1469, 2.3662, 3.9037], [2.6357, 2.4300, 6.2084], [4.3950, 2.5092, 5.9033], [5.2552, -2.0394, -2.9851], [4.0744, -2.1534, -1.6745], [4.4537, -1.9692, -4.5592], [5.8517, -1.1341, -2.8488], [5.9052, -2.9173, -2.9557], [-1.6154, 2.7267, -7.9663], [-2.8201, 1.9580, -6.9258], [-0.1202, 1.7847, -8.0118], [-2.0179, 2.8046, -8.9792], [-1.3956, 3.7245, -7.5789], [1.5826, 3.0483, 8.9575], [0.7667, 3.8506, 7.6100], [3.2794, 2.7317, 8.5761], [1.5302, 3.6919, 9.8391], [1.0811, 2.0995, 9.1630], [1.3538, 4.3746, -0.2469], [2.9360, 3.9342, 0.4070], [0.5468, 2.9720, -0.9585], [0.7330, 4.7707, 0.5604], [1.4872, 5.1374, -1.0178], [5.6276, -5.5276, -1.0695], [6.0949, -6.1807, 0.5053], [6.7672, -4.2880, -1.6077], [5.6130, -6.3392, -1.8011], [4.6318, -5.0849, -0.9898], [5.5895, -2.9315, 4.8629], [4.4087, -3.0454, 6.1736], [4.7880, -2.8613, 3.2889], [6.1859, -2.0261, 4.9992], [6.2395, -3.8094, 4.8924], [0.2683, -1.8775, -7.2107], [-0.9365, -2.6463, -6.1702], [1.7634, -2.8196, -7.2562], [-0.1342, -1.7996, -8.2236], [0.4880, -0.8797, -6.8233], [1.7545, -2.2621, 8.7013], [2.0858, -0.5262, 8.6595], [0.3784, -2.6721, 7.6702], [2.6369, -2.8013, 8.3480], [1.5292, -2.5566, 9.7291], [1.4560, -5.5874, -0.3281], [1.7831, -4.2175, 0.7404], [2.2980, -5.4053, -1.8717], [1.7962, -6.5057, 0.1567], [0.3808, -5.6449, -0.5138], [3.4271, 5.9169, 3.5564], [2.0010, 6.8712, 3.1317], [4.2423, 6.5877, 4.9743], [3.1171, 4.8923, 3.7757], [4.1212, 5.9196, 2.7124], [5.3825, -6.5814, -4.7501], [3.9256, -5.5900, -4.6101], [6.8250, -5.6576, -4.3132], [5.2939, -7.4404, -4.0806], [5.4801, -6.9266, -5.7822], [-7.0294, 2.4903, -6.1074], [-7.0669, 2.9128, -7.8236], [-5.4545, 1.8310, -5.6489], [-7.2253, 3.3878, -5.5157], [-7.8001, 1.7417, -5.9084], [4.0550, -8.9834, -0.6891], [4.1839, -10.7222, -0.3973], [3.7438, -8.6463, -2.3962], [3.2327, -8.5824, -0.0916], [4.9920, -8.5033, -0.3966]], "mulliken_charge": [-0.818, 0.181, 1.161, -0.288, -0.146, -0.761, 0.059, -1.331, 0.047, -0.553, 0.742, -0.572, -0.309, 0.511, 0.694, -0.544, 1.089, -0.042, -0.559, 0.034, 0.453, -0.001, 0.249, 0.273, 0.359, 0.171, 0.320, 0.161, 0.396, -0.478, -0.063, 0.090, -0.206, 0.210, 0.197, 0.043, 0.314, -0.311, -0.109, -0.149, 0.317, 0.264, -0.295, -0.212, 0.033, 0.367, 0.032, -0.010, -0.013, -0.126, -0.263, 0.391, 0.112, -0.107, -0.122, 0.404, -0.278, -0.396, -0.102, -0.129, 0.364, 0.285, -0.211, -0.132, -0.133, 0.333, 0.166, -0.378, -0.141, -0.020, 0.147, 0.381, 0.877, -0.197, -0.229, -0.142, -0.355, -0.419, -0.091, -0.077, 0.270, 0.323, -0.057, -0.174, -0.128, 0.291, 0.061, -0.289, -0.030, -0.146, 0.129, 0.336, -0.284, -0.119, 0.028, 0.060, 0.342, 0.337, -0.169, -0.172, -0.236, 0.245, -0.181, -0.072, -0.132, 0.008, 0.379, -0.401, -0.136, -0.105, 0.289, 0.321, 0.173, -0.166, -0.124, 0.087, 0.028], "homo_lumo_gap_ev": 7.064, "e_homo_ev": -11.5876, "total_charge": 1, "lumo_energy_ha": -0.166}

=====

{"formula": "C25H25MoN2O2Se", "method": "wB97M-V/def2-TZVPD", "species": ["Mo", "O", "C", "C", "C", "C", "C", "C", "C", "N", "C", "C", "N", "C", "C", "C", "C", "C", "C", "C", "O", "H", "H", "H", "H", "H", "H", "H", "H", "H", "H", "H", "H", "H", "H", "C", "C", "C", "C", "C", "C", "Se", "C", "C", "C", "H", "H", "H", "H", "H", "H", "H", "H", "H", "H", "H"], "positions_angstrom": [[0.1360, 0.0495, -1.2994], [-1.0546, -1.3991, -1.2229], [-1.6083, -2.2189, -0.3164], [-2.7019, -2.9973, -0.6836], [-3.2752, -3.8317, 0.2553], [-2.7660, -3.9160, 1.5534], [-1.6718, -3.1609, 1.9043], [-1.0774, -2.2926, 0.9742], [0.0923, -1.5506, 1.3487], [0.7045, -0.6682, 0.6362], [1.9433, -0.1337, 1.2263], [2.3792, 1.0891, 0.4567], [2.0547, 0.8926, -0.9564], [2.9098, 1.3529, -1.8163], [2.7533, 1.4010, -3.2332], [3.8125, 1.8404, -4.0523], [3.6493, 1.9148, -5.4108], [2.4171, 1.5632, -5.9827], [1.3603, 1.1367, -5.2112], [1.5320, 1.0473, -3.8272], [0.5297, 0.6542, -3.0556], [-3.0843, -2.9279, -1.6925], [-4.1318, -4.4316, -0.0220], [-3.2271, -4.5770, 2.2733], [-1.2567, -3.2288, 2.9024], [0.5004, -1.7773, 2.3330], [1.7656, 0.1183, 2.2721], [2.7097, -0.9095, 1.1818], [1.8493, 1.9814, 0.7985], [3.4510, 1.2477, 0.5821], [3.8396, 1.7623, -1.4234], [4.7543, 2.1152, -3.5932], [4.4605, 2.2449, -6.0436], [2.2943, 1.6334, -7.0555], [0.4046, 0.8711, -5.6411], [-5.0476, 2.9654, -4.9070], [-4.0861, 2.6774, -3.7899], [-2.8580, 3.3250, -3.7206], [-1.9658, 3.1029, -2.6793], [-0.6642, 3.8547, -2.6549], [-2.3256, 2.1837, -1.6866], [-1.0794, 1.8338, -0.2597], [-3.5629, 1.5313, -1.7137], [-3.9858, 0.5706, -0.6377], [-4.4205, 1.7889, -2.7764], [-4.5312, 3.3508, -5.7850], [-5.7786, 3.7149, -4.5973], [-5.5987, 2.0706, -5.1954], [-2.5893, 4.0346, -4.4952], [-0.6423, 4.5982, -3.4496], [0.1877, 3.1840, -2.7959], [-0.5127, 4.3684, -1.7045], [-3.3980, -0.3468, -0.6766], [-5.0344, 0.3025, -0.7563], [-3.8518, 0.9957, 0.3577], [-5.3814, 1.2870, -2.8062]], "mulliken_charge": [1.210, -0.666, 0.411, -0.159, -0.473, -0.738, -0.799, 0.219, -0.027, 0.026, -1.003, -0.817, -0.058, 0.125, 0.377, -0.792, -0.725, -0.461, -0.748, 0.468, -0.354, 0.496, 0.413, 0.425, 0.382, 0.368, 0.486, 0.393, 0.215, 0.484, 0.304, 0.400, 0.420, 0.417, 0.495, -1.513, 0.364, -1.034, 1.161, -1.606, 0.555, -0.141, 1.208, -1.592, -0.928, 0.378, 0.309, 0.382, 0.352, 0.415, 0.194, 0.402, 0.173, 0.449, 0.373, 0.382], "homo_lumo_gap_ev": 7.357, "e_homo_ev": -10.8410, "total_charge": 1, "lumo_energy_ha": -0.128}

=====

Number 1: molecular weight 114.57 g mol⁻¹, calculated total energy -692.825280 Ha. Number 2: molecular weight 370.44 g mol⁻¹, calculated total energy -1268.471227 Ha. Number 3: molecular weight 97.12 g mol⁻¹, calculated total energy -324.596728 Ha. Number 4: molecular weight 1740.12 g mol⁻¹, calculated total energy -16526.675006 Ha. Number 5: molecular weight 560.39 g mol⁻¹, calculated total energy -3697.153462 Ha.